Record 1
Entry from the Open Molecules 2025 dataset: a molecular structure, C14H12BrN2O3PdS3 (ωB97M-V/def2-TZVPD).

Cartesian coordinates (Å):
Pd: -0.20440 0.36080 -0.05370
N: -0.78670 -2.01540 -1.05300
N: 0.41880 -2.30460 -1.72870
C: 1.53190 -1.43170 -1.76990
O: 2.56240 -1.92820 -2.19980
O: 1.35270 -0.23200 -1.42560
H: -0.93400 -2.63800 -0.25500
H: -1.57440 -2.10090 -1.69710
H: 0.65350 -3.27620 -1.89290
O: -0.03370 0.14370 2.06400
C: 1.25740 0.07610 2.50010
C: 1.22530 -0.13060 4.00350
C: 1.84090 -1.06920 4.77140
C: 1.49020 -0.97480 6.13830
C: 0.61480 0.03420 6.37920
S: 0.18380 0.87840 4.93860
C: 1.97900 -1.09770 1.85540
C: 3.22610 -1.22620 1.33060
C: 3.49320 -2.52890 0.84680
C: 2.44410 -3.36950 1.01290
S: 1.09690 -2.58430 1.75060
C: 2.06720 1.33320 2.19900
C: 1.96470 2.17640 1.13580
C: 2.90290 3.23640 1.17170
C: 3.70690 3.18770 2.26070
S: 3.33810 1.83640 3.26760
H: 2.53270 -1.79410 4.38060
H: 1.86860 -1.63890 6.89740
H: 0.18280 0.33080 7.31670
H: 3.94120 -0.42530 1.27540
H: 4.42000 -2.81030 0.38160
H: 2.37600 -4.40640 0.75240
H: 1.24260 2.06350 0.31230
H: 2.95620 3.99640 0.41130
H: 4.49810 3.85450 2.54540
Br: -1.90310 1.79430 -0.89760

HOMO level (alpha / beta) ... -5.789 / -5.512 eV
2S+1 ... 3
Gap between HOMO and LUMO (alpha / beta) ... 0.308 / 0.262 Ha
Net charge ... -1
Expectation value of S² ... 2.006

=====

Record 2
Entry from the Open Molecules 2025 dataset: a molecular structure, C14H12Cl2F6N2O8PdS2 (ωB97M-V/def2-TZVPD).

Cartesian coordinates (Å):
Pd: -0.76651 0.09292 0.20112
Cl: 1.87985 -5.24149 -4.81389
C: 1.07613 -4.43632 -3.59774
C: -0.10806 -4.95831 -3.08047
C: -0.72672 -4.26552 -2.07387
Cl: -2.15146 -4.75782 -1.38943
C: -0.11297 -2.98824 -1.48685
O: -0.60618 -2.51002 -0.50448
C: 1.09570 -2.46138 -2.16533
C: 1.71489 -1.14309 -1.79778
O: 1.22226 -0.32684 -1.06877
C: 1.66273 -3.18049 -3.14508
H: -0.51756 -5.87796 -3.47651
H: 2.68052 -0.96054 -2.29463
H: 2.56161 -2.86254 -3.66047
O: 0.40312 0.11888 1.71025
C: -0.29589 0.02503 2.79891
O: -1.47760 -0.27128 2.81563
C: 0.43801 0.40868 4.07389
N: -0.60334 0.38291 5.17048
C: -0.77431 1.80464 5.66303
C: 0.59601 2.41027 5.42461
C: 0.98541 1.84683 4.05905
H: 1.20931 -0.32373 4.30817
H: -0.32646 -0.23523 5.92975
H: -1.46313 0.01329 4.73248
H: -1.11514 1.78249 6.69454
H: -1.53696 2.25965 5.03257
H: 1.29272 2.09293 6.20328
H: 0.55746 3.49702 5.43340
H: 2.05824 1.84920 3.88527
H: 0.51206 2.41400 3.25889
F: -3.97272 3.93242 0.10933
C: -2.71647 4.32092 -0.03755
F: -2.50486 4.71716 -1.27140
F: -2.45147 5.29809 0.80744
S: -1.54742 2.90065 0.36504
O: -0.59826 2.84251 -0.70042
O: -1.14090 3.05133 1.72440
N: -2.50402 1.53909 0.34338
S: -2.96674 0.97750 -1.07499
O: -1.83548 0.09088 -1.48479
O: -3.54061 1.90457 -1.97221
C: -4.31093 -0.19492 -0.58205
F: -3.82632 -1.12756 0.23399
F: -4.73760 -0.77452 -1.69920
F: -5.28462 0.46186 -0.00051

HOMO level ... -15.339 eV
Gap between HOMO and LUMO ... 0.185 Ha
Net charge ... +2
Relative energy (zero: lowest compared OMol25 entry of this formula, charge and spin) ... 14.01 kcal per mole

=====

Record 3
Entry from the Open Molecules 2025 dataset: C14H12ClFN4O in the gas phase (ωB97M-V/def2-TZVPD).

Cartesian coordinates (Å):
O: -1.16143 -4.05383 0.31251
C: -0.68137 -2.96435 0.08025
N: 0.68369 -2.78957 0.14159
N: 1.27170 -1.60656 0.07277
C: 2.54068 -1.51877 0.11353
C: 3.20921 -0.23683 0.06251
C: 2.51740 0.98090 0.13835
F: 1.18448 0.98799 0.27964
C: 3.15600 2.20479 0.09247
C: 4.53361 2.25120 -0.03348
C: 5.25874 1.07572 -0.10813
C: 4.60342 -0.14265 -0.05944
Cl: 5.56545 -1.57368 -0.16498
C: -1.45195 -1.76821 -0.27362
C: -2.75028 -1.44156 0.17174
C: -3.03826 -0.23710 -0.42952
C: -4.22156 0.63840 -0.36494
C: -4.73332 1.08509 0.97321
C: -4.05106 2.06655 0.07193
N: -1.95186 0.06647 -1.18456
N: -0.99505 -0.83727 -1.10161
H: 1.23906 -3.63874 0.29867
H: 3.17947 -2.40531 0.18605
H: 2.56737 3.10601 0.15854
H: 5.04236 3.20123 -0.07133
H: 6.33262 1.09762 -0.20462
H: -3.35942 -2.00997 0.84219
H: -4.96045 0.44268 -1.13527
H: -4.20054 0.74950 1.84927
H: -5.80017 1.16457 1.11280
H: -3.05955 2.39548 0.34488
H: -4.64681 2.82606 -0.41097
H: -1.82219 0.88414 -1.76040

HOMO level ... -8.503 eV
Gap between HOMO and LUMO ... 0.321 Ha
Net charge ... 0

=====

Record 4
Entry from the Open Molecules 2025 dataset: a molecular structure, C14H12F5IN5OPdS2SeTe (ωB97M-V/def2-TZVPD).

Cartesian coordinates (Å):
Pd: -0.26270 0.03552 0.32699
C: 4.93786 -1.57251 1.88037
S: 3.97023 -3.01770 1.43154
C: 2.43861 -2.35663 1.03568
S: 2.09927 -0.71333 1.06136
N: 1.55703 -3.34530 0.72670
N: 0.41980 -2.93517 0.29117
C: -0.30277 -3.31478 -0.67575
C: -1.68212 -2.80599 -0.73731
C: -2.65566 -3.52149 -1.40194
C: -3.96752 -3.06303 -1.35025
C: -4.23454 -1.90295 -0.64875
C: -3.17773 -1.22057 -0.05570
N: -1.92718 -1.66226 -0.09095
H: 5.91139 -1.96103 2.17328
H: 4.48094 -1.05008 2.71891
H: 5.04887 -0.90366 1.03073
H: 0.07537 -4.00709 -1.42563
H: -2.39491 -4.42216 -1.94104
H: -4.75790 -3.60379 -1.85171
H: -5.23371 -1.49748 -0.58504
H: -3.33608 -0.25652 0.40902
F: 0.14419 -0.22975 -2.04228
Te: -1.22084 1.01846 -2.58594
F: 0.03767 2.38234 -2.52706
F: -2.37538 -0.41531 -2.92208
F: -2.50338 2.17555 -3.24048
F: -0.59606 0.74985 -4.28785
O: -1.69354 1.12187 -0.83556
I: -1.32228 5.73715 1.50609
C: 0.07799 4.32780 0.90813
C: 1.36802 4.68962 0.56439
C: 2.25566 3.70816 0.16865
C: 1.83421 2.39315 0.13871
N: 0.59056 2.04169 0.48431
C: -0.27936 2.99474 0.84614
H: 1.67380 5.72696 0.60100
H: 3.26784 3.95493 -0.11853
H: 2.50358 1.60504 -0.17531
H: -1.28456 2.67537 1.07622
Se: -0.76605 -0.31098 2.73903
C: 0.29978 0.97034 3.46051
N: 0.98165 1.78101 3.92028

HOMO level (alpha / beta) ... -11.770 / -11.772 eV
2S+1 ... 5
Gap between HOMO and LUMO (alpha / beta) ... 0.288 / 0.184 Ha
Net charge ... +1
Expectation value of S² ... 6.029
Relative energy (zero: lowest compared OMol25 entry of this formula, charge and spin) ... 1.19 kcal per mole

=====

Record 5
Entry from the Open Molecules 2025 dataset: a molecular structure, C14H13BF4NS4Ti (ωB97M-V/def2-TZVPD).

Cartesian coordinates (Å):
Ti: 0.18546 -0.46959 0.33035
S: 2.74791 -0.27068 0.78430
S: 3.02965 1.76079 0.63190
S: 1.10307 2.45371 0.28902
S: 0.43442 1.32091 -1.28427
C: -1.73058 -0.81748 -0.43120
H: -2.24291 -1.51402 0.24304
H: -1.66487 -1.29421 -1.41115
H: -2.31296 0.09537 -0.51063
F: -0.71622 -3.77149 -0.36273
B: 0.49475 -3.20231 -0.04245
F: 0.76277 -2.06307 -0.93255
F: 1.54657 -4.07315 -0.03035
F: 0.38766 -2.46044 1.22525
N: -0.44158 0.23999 1.87282
C: -1.23898 0.54682 2.80235
C: -2.53590 1.22221 2.48456
C: -2.55968 2.17891 1.47624
C: -3.75592 2.78340 1.11655
C: -4.93983 2.40791 1.74022
C: -4.92521 1.43016 2.72853
C: -3.72307 0.84568 3.10773
C: -0.83549 0.25339 4.22022
C: 0.13846 -0.72276 4.43027
C: 0.57946 -1.00421 5.71324
C: 0.06395 -0.30212 6.79860
C: -0.88846 0.68711 6.59443
C: -1.33773 0.96395 5.30815
H: -1.63591 2.42426 0.96761
H: -3.76488 3.53548 0.33634
H: -5.87626 2.86646 1.44614
H: -5.84988 1.11768 3.19924
H: -3.70644 0.08122 3.87574
H: 0.55042 -1.23936 3.57325
H: 1.33340 -1.76770 5.86552
H: 0.41664 -0.51670 7.80111
H: -1.27654 1.25034 7.43430
H: -2.06630 1.74741 5.14895

HOMO level ... -4.047 eV
Gap between HOMO and LUMO ... 0.218 Ha
Net charge ... -1
Relative energy (zero: lowest compared OMol25 entry of this formula, charge and spin) ... 11.73 kcal per mole

=====

Record 6
Entry from the Open Molecules 2025 dataset: a molecular structure, C14H13BrF6OTm (ωB97M-V/def2-TZVPD).

Cartesian coordinates (Å):
C: 0.91072 0.71712 2.30287
C: -0.50337 0.92132 2.20704
C: -1.11585 -0.34610 2.07347
H: -1.04215 1.87766 2.13443
C: -0.12637 -1.34701 2.18533
C: 1.12362 -0.71989 2.36185
H: 2.04355 -1.21221 2.64223
H: 1.62887 1.50122 2.53975
H: -2.17617 -0.46559 2.03826
H: -0.34290 -2.40602 2.24661
Tm: 1.03898 0.81908 -0.26090
Br: 0.92496 3.36638 -0.33046
C: 2.81736 -0.21228 -1.84261
C: 3.43575 -0.91006 -0.74177
C: 3.89068 0.04925 0.18205
H: 3.70216 -1.98170 -0.74484
C: 3.56956 1.34969 -0.32492
C: 2.97734 1.19664 -1.61361
H: 2.74277 1.99341 -2.33817
H: 2.43448 -0.66773 -2.78541
H: 4.54782 -0.14948 1.04138
H: 3.85895 2.30079 0.15534
C: -2.29117 0.11233 -2.28107
C: -2.20552 -0.18519 -0.80596
O: -1.05234 0.51723 -0.47425
C: -3.57265 0.29122 -0.17735
F: -4.60596 -0.44785 -0.70618
F: -3.70395 0.18723 1.17854
F: -3.84058 1.57836 -0.51708
C: -2.08781 -1.71200 -0.40279
F: -2.75550 -2.50430 -1.28544
F: -0.78186 -2.09539 -0.51839
F: -2.54437 -2.08355 0.83861
H: -2.40555 1.18976 -2.41898
H: -3.12786 -0.35821 -2.76901
H: -1.36565 -0.16413 -2.78859

HOMO level (alpha / beta) ... -3.808 / -3.812 eV
2S+1 ... 3
Gap between HOMO and LUMO (alpha / beta) ... 0.242 / 0.242 Ha
Net charge ... -1
Expectation value of S² ... 2.002
Relative energy (zero: lowest compared OMol25 entry of this formula, charge and spin) ... 0.00 kcal per mole

=====

Looking at energy for the records above, in order, we have -129864.172; -100553.144; -37958.756; -143679.074; -94232.744; -132657.656 eV.